C26H65BCuN3O15V | ωB97M-V with the def2-TZVPD basis set

- HOMO level (alpha / beta) (eV) = -3.39 / -3.42
- E_LUMO (alpha / beta) (eV) = 1.79 / 1.79
- expectation value of S² = 2.04
- frontier orbital gap (alpha / beta) (eV) = 5.179 / 5.207

ORCA input file:
```
! RIJCOSX wB97M-V def2-TZVPD def2/J DEFGRID3
* xyz -1 3
Cu -16.41 12.09 -11.36
V -13.35 13.90 -9.17
O -12.33 12.50 -7.77
O -15.19 10.84 -4.75
O -11.23 13.90 -8.49
O -10.95 14.16 -11.80
O -17.89 15.01 -8.80
O -13.86 15.14 -8.32
O -12.84 14.73 -11.09
O -9.52 9.39 -5.88
O -10.34 12.23 -8.14
O -9.26 5.84 -9.73
O -17.27 9.81 -10.79
O -16.65 14.12 -12.62
O -12.28 12.92 -10.99
O -14.39 11.55 -12.29
O -13.56 8.98 -8.22
N -18.62 12.04 -12.02
N -10.78 8.61 -9.16
N -12.40 9.37 -5.45
C -11.20 12.93 -7.69
C -16.87 8.49 -11.28
C -16.16 11.86 -4.89
C -15.79 14.80 -13.54
C -8.61 4.90 -10.56
C -13.85 11.33 -4.94
C -18.16 14.64 -7.48
C -13.19 8.35 -9.44
C -9.48 8.07 -8.89
C -11.89 7.59 -9.24
C -11.51 8.33 -4.98
C -18.66 9.97 -10.69
C -8.87 7.18 -10.02
C -18.00 14.09 -13.05
C -18.85 13.46 -12.00
C -17.75 15.77 -6.52
C -19.59 14.27 -7.36
C -18.97 11.43 -10.74
C -15.07 10.93 -14.40
C -12.96 9.96 -13.49
C -12.79 10.37 -4.40
C -10.13 8.90 -4.70
C -14.73 9.82 -8.19
C -12.16 13.95 -11.67
C -13.85 11.21 -13.58
C -8.23 9.92 -5.75
B -15.49 13.09 -9.28
H -14.73 12.70 -9.95
H -11.34 7.62 -5.79
H -15.07 13.03 -8.29
H -20.05 11.51 -10.58
H -17.02 8.47 -12.36
H -18.41 11.90 -9.93
H -17.84 15.46 -5.48
H -18.41 16.62 -6.64
H -17.61 13.71 -7.31
H -11.94 10.97 -4.07
H -16.33 12.42 -9.37
H -11.86 7.81 -4.08
H -7.81 7.39 -10.15
H -8.78 8.87 -8.63
H -9.51 8.06 -4.41
H -12.04 10.13 -12.93
H -19.00 9.43 -9.81
H -14.71 10.56 -7.40
H -14.79 10.43 -15.32
H -9.31 7.39 -10.99
H -15.91 14.41 -14.55
H -18.63 13.93 -11.05
H -7.53 4.98 -10.48
H -19.79 14.01 -6.32
H -13.69 12.25 -4.38
H -12.49 9.71 -14.45
H -15.79 8.43 -11.17
H -13.27 12.03 -13.99
H -8.95 5.09 -11.58
H -13.47 9.04 -13.18
H -10.65 9.17 -9.99
H -8.87 3.87 -10.30
H -19.10 9.51 -11.58
H -16.17 15.82 -13.57
H -19.84 13.43 -8.02
H -13.17 9.89 -3.50
H -10.06 9.66 -3.92
H -11.70 6.89 -10.05
H -15.56 11.86 -14.69
H -15.66 14.10 -9.61
H -13.63 11.82 -11.78
H -16.08 12.63 -4.12
H -17.14 11.39 -4.83
H -19.08 11.58 -12.79
H -7.47 9.19 -5.47
H -20.25 15.09 -7.63
H -16.74 16.15 -6.69
H -14.83 14.79 -13.03
H -17.14 7.60 -10.70
H -16.10 12.41 -5.84
H -15.65 9.24 -8.10
H -12.03 6.92 -8.39
H -7.95 10.37 -6.70
H -8.19 10.68 -4.98
H -15.87 10.32 -13.96
H -9.58 7.48 -7.98
H -18.19 13.63 -14.02
H -13.91 7.61 -9.78
H -14.84 10.35 -9.14
H -18.38 15.11 -13.06
H -19.91 13.54 -12.22
H -17.00 14.68 -8.96
H -13.66 11.64 -5.97
H -13.24 9.03 -5.89
H -13.15 9.09 -10.24
*
```

=====

C26H65Cl2O9P | ωB97M-V with the def2-TZVPD basis set

- SMILES = Cc1cccc(C[PH2](Cl)Cl)c1.CCO.CCO.CCO.CCO.CCO.CCO.CCO.CCO.CCO
- HOMO level (eV) = -8.31
- E_LUMO (eV) = -0.20
- frontier orbital gap (eV) = 8.113

ORCA input file:
```
! RIJCOSX wB97M-V def2-TZVPD def2/J DEFGRID3
* xyz 0 1
Cl 0.55 4.36 -0.44
Cl -2.37 4.76 -1.36
P -0.77 3.36 -1.77
O 4.58 -4.30 3.56
O -6.83 5.30 2.81
O 2.73 -4.86 -1.16
O -2.68 -3.88 -2.00
O -2.86 4.95 2.30
O -0.61 -1.02 -0.74
O 0.56 7.43 5.94
O 3.20 -4.88 -4.53
O -0.23 -1.92 3.12
C 3.11 -7.23 -1.34
C 1.93 9.30 6.56
C -2.52 -5.28 -2.17
C 5.71 -4.14 4.39
C 1.64 -3.29 3.76
C -1.73 5.11 3.13
C 1.35 8.49 5.42
C 0.86 -2.02 4.02
C 2.10 -6.13 -1.07
C -1.50 0.06 -6.36
C -2.09 -0.25 -4.85
C -6.93 6.70 3.03
C 0.27 -3.22 -0.39
C -3.38 -1.22 -4.51
C 0.63 1.76 -5.26
C -5.98 7.44 2.12
C 1.48 -3.57 -5.57
C 0.01 1.45 -3.78
C 0.60 2.11 -2.36
C -0.16 1.03 -6.55
C 6.29 -2.74 4.22
C -2.82 -5.67 -3.61
C -1.15 6.51 2.96
C 0.51 -1.74 -0.24
C -1.32 0.47 -3.58
C 2.87 -4.14 -5.70
H -2.02 -0.40 -7.30
H 2.15 8.05 4.81
H -1.91 7.26 3.21
H 3.93 -7.18 -0.62
H 1.50 -1.14 3.88
H 2.55 -5.60 -4.44
H 0.10 -3.49 -1.43
H -1.49 -5.54 -1.92
H -1.39 -1.29 -0.22
H -0.62 -3.53 0.17
H -2.16 -5.13 -4.29
H -6.71 6.90 4.08
H 2.01 -3.30 2.73
H -5.91 5.04 2.99
H 6.46 -4.90 4.14
H -0.86 6.68 1.92
H -0.98 4.35 2.88
H 0.48 -2.00 5.05
H 0.67 -1.46 0.80
H 2.49 -3.37 4.44
H -4.95 7.13 2.30
H -3.68 -1.92 -5.43
H -3.18 -5.81 -1.48
H 3.55 -7.12 -2.33
H -3.61 -3.67 -2.22
H 1.21 -2.99 -6.46
H 6.58 -2.58 3.18
H 4.87 -4.17 2.64
H 2.64 -8.22 -1.27
H -6.21 7.22 1.07
H -0.15 7.83 6.47
H -7.97 7.00 2.84
H 3.61 -3.34 -5.81
H 2.55 8.67 7.21
H 0.69 1.18 -1.61
H 1.57 2.48 -5.42
H -0.80 -2.70 3.26
H 2.55 10.12 6.17
H 1.14 9.72 7.18
H -2.04 4.96 4.17
H 5.40 -4.29 5.43
H 0.73 9.11 4.77
H 5.53 -1.99 4.46
H 2.95 -4.80 -6.56
H -1.59 2.24 -1.32
H 0.74 -4.37 -5.44
H -1.76 0.27 -2.51
H 1.00 -4.17 3.88
H 3.09 -4.78 -2.06
H 1.28 -6.17 -1.79
H 1.65 2.61 -2.49
H -0.95 3.71 -3.19
H -3.84 -5.39 -3.87
H 1.40 -2.92 -4.69
H -4.33 -0.59 -4.16
H -2.69 -6.74 -3.76
H 7.16 -2.60 4.86
H -0.28 6.65 3.60
H -2.57 5.08 1.38
H 1.39 -1.43 -0.82
H 0.29 1.22 -7.62
H -6.06 8.52 2.28
H 1.13 -3.79 -0.01
H 1.68 -6.23 -0.07
H -3.01 -1.95 -3.64
*
```

=====

C26H65N11O7 | ωB97M-V with the def2-TZVPD basis set

- SMILES = CC1(C)CCCC(C)(C)N1O.CC1(C)CCCC(C)(C)N1O.COC[C@H](C)N.NC(N)=O.NC(N)=O.NC(N)=O.NC(N)=O
- HOMO level (eV) = -8.01
- ΔE to the lowest compared entry with this formula, charge and spin (eV) = 2.212
- E_LUMO (eV) = 0.49
- frontier orbital gap (eV) = 8.497

ORCA input file:
```
! RIJCOSX wB97M-V def2-TZVPD def2/J DEFGRID3
* xyz 0 1
O 13.00 -13.13 13.78
O 12.67 -9.61 20.13
O 6.82 -9.54 13.16
O 11.87 -8.46 15.21
O 15.07 -5.47 15.03
O 10.27 -10.83 17.10
O 14.44 -7.16 12.76
N 13.18 -9.46 13.68
N 9.88 -8.66 17.34
N 12.55 -10.53 15.35
N 14.24 -13.47 14.30
N 8.95 -9.51 13.66
N 9.05 -10.03 18.76
N 14.43 -6.49 11.52
N 13.62 -6.19 16.51
N 13.20 -5.99 19.57
N 7.51 -8.88 15.10
N 15.05 -4.72 17.14
C 14.18 -8.68 10.18
C 11.83 -6.55 11.49
C 15.37 -13.95 12.13
C 13.59 -15.85 14.43
C 15.38 -13.22 13.46
C 16.47 -7.64 10.65
C 7.73 -9.31 13.92
C 9.81 -9.90 17.73
C 13.58 -5.71 8.86
C 16.69 -14.97 14.83
C 15.53 -15.04 15.84
C 13.23 -10.77 19.57
C 14.95 -7.32 10.40
C 11.05 -6.94 19.74
C 15.53 -11.70 13.08
C 16.75 -13.62 14.08
C 13.23 -14.32 16.43
C 13.16 -8.51 19.45
C 14.18 -14.63 15.26
C 13.17 -4.50 12.31
C 12.46 -9.40 14.72
C 12.52 -7.18 19.98
C 14.90 -6.46 9.10
C 13.17 -4.88 9.98
C 13.14 -5.68 11.34
C 14.64 -5.48 16.13
H 16.88 -8.21 9.82
H 14.47 -13.73 11.55
H 12.82 -10.96 18.58
H 14.56 -11.44 12.66
H 14.99 -6.59 13.30
H 13.67 -15.85 13.34
H 15.96 -4.27 17.11
H 17.08 -6.74 10.58
H 6.53 -8.76 15.34
H 12.70 -13.87 13.25
H 8.98 -10.96 19.13
H 12.50 -15.88 14.50
H 16.54 -15.80 14.14
H 13.36 -8.59 13.20
H 13.48 -6.41 17.48
H 14.07 -5.81 20.06
H 11.96 -7.04 12.46
H 13.64 -10.23 13.22
H 16.17 -13.73 11.42
H 15.81 -11.04 13.91
H 13.02 -11.32 14.94
H 11.02 -6.89 18.65
H 10.86 -6.11 11.27
H 13.62 -8.69 9.24
H 14.88 -9.51 10.07
H 9.13 -9.81 12.72
H 12.64 -7.22 21.06
H 15.12 -7.06 8.21
H 12.25 -3.92 12.22
H 10.67 -5.99 20.12
H 13.17 -6.82 15.86
H 8.70 -9.17 19.17
H 13.18 -4.85 13.34
H 15.64 -5.66 9.19
H 11.94 -7.37 10.78
H 10.40 -7.75 20.05
H 13.43 -13.29 16.71
H 13.57 -9.01 11.02
H 16.10 -11.62 12.15
H 14.32 -10.73 19.48
H 12.08 -10.57 16.24
H 17.57 -13.81 13.40
H 12.16 -14.41 16.21
H 15.38 -15.04 12.20
H 13.70 -3.93 10.09
H 14.25 -8.51 19.58
H 13.65 -5.14 7.94
H 15.40 -16.08 16.12
H 12.15 -4.50 9.87
H 17.68 -15.16 15.26
H 8.25 -8.60 15.73
H 10.44 -8.37 16.55
H 16.68 -8.29 11.50
H 15.62 -14.51 16.78
H 12.95 -11.65 20.15
H 17.00 -12.79 14.75
H 13.97 -16.82 14.74
H 13.37 -14.99 17.27
H 12.65 -5.16 19.74
H 9.69 -9.10 14.21
H 14.59 -4.81 18.03
H 9.38 -7.98 17.89
H 13.00 -8.46 18.38
H 12.79 -6.46 8.77
H 14.02 -3.82 12.27
*
```

=====

C26H65NO17P | ωB97M-V with the def2-TZVPD basis set

- HOMO level (eV) = -5.38
- E_LUMO (eV) = 1.83
- frontier orbital gap (eV) = 7.203

ORCA input file:
```
! RIJCOSX wB97M-V def2-TZVPD def2/J DEFGRID3
* xyz -1 1
P -2.25 0.65 -3.33
O -5.54 3.19 0.42
O -0.20 -0.32 -2.30
O 5.27 -0.28 -1.19
O -3.53 1.26 -2.96
O 5.44 -4.90 8.10
O -10.04 0.78 0.79
O 1.94 -3.19 -3.79
O 1.33 -3.17 2.48
O -2.31 -0.11 -4.74
O 0.07 2.29 -1.46
O -3.24 -1.77 0.02
O -4.81 6.03 -4.50
O 2.59 4.99 -2.38
O -1.10 1.70 -3.56
O 3.09 -5.81 4.89
O 1.13 -3.89 -1.85
O 1.95 2.35 -0.24
N 1.42 -0.01 1.04
C 4.87 5.12 -1.53
C 6.23 1.57 -0.02
C -5.92 4.26 -0.45
C 1.40 -4.27 1.56
C 0.91 1.81 -0.64
C 5.35 -3.63 7.46
C 2.07 -0.69 -1.81
C -5.02 4.32 -1.67
C 1.94 -7.20 6.52
C 0.59 0.38 -0.10
C 1.84 -3.14 -2.45
C 3.27 -6.64 6.04
C -4.22 -1.22 -0.98
C 1.45 -5.60 2.30
C 3.63 5.87 -2.01
C 6.04 0.07 -0.04
C -2.96 6.39 -6.04
C -1.59 -0.48 -2.05
C -3.56 6.68 -4.68
C -2.03 -1.93 -2.17
C -10.42 1.83 -0.10
C -3.22 -2.27 -1.27
C 0.65 -0.66 -1.23
C -9.53 1.87 -1.33
C 6.71 -3.02 7.20
C 2.70 -2.10 -1.83
H 6.99 -0.47 -0.05
H 5.26 2.06 -0.03
H 5.22 4.44 -2.31
H 7.31 -3.69 6.58
H -3.98 4.48 -1.38
H 2.32 -5.64 2.96
H -1.79 -0.04 -1.07
H 5.47 -0.26 0.83
H -2.37 -2.20 -3.17
H -9.57 0.92 -1.86
H 4.63 4.51 -0.66
H 0.52 -4.21 0.92
H -0.72 2.00 -2.68
H -10.37 2.78 0.43
H -3.63 -3.28 -1.40
H -5.24 -1.50 -0.76
H 4.82 -3.79 6.52
H 5.90 -4.78 8.93
H 2.08 -7.85 7.39
H 7.25 -2.88 8.14
H 3.75 -6.07 6.83
H 0.46 -1.64 -0.77
H 2.10 -0.72 0.78
H -0.43 0.47 0.28
H 2.73 -0.06 -1.23
H 3.93 -7.45 5.74
H -9.13 0.93 1.05
H -2.01 6.91 -6.17
H 2.11 -3.20 3.03
H -9.84 2.66 -2.01
H -2.79 5.32 -6.16
H 6.63 -2.06 6.70
H -5.88 5.20 0.10
H -4.63 3.34 0.69
H -5.06 3.37 -2.22
H -1.26 -2.62 -1.82
H -8.49 2.03 -1.04
H 1.13 -3.61 -4.12
H 3.28 6.55 -1.22
H -2.87 6.37 -3.89
H 2.97 -2.35 -0.80
H 2.29 -4.15 0.93
H 2.50 -5.09 5.15
H 3.86 6.46 -2.90
H 1.46 -7.77 5.73
H 1.50 -6.43 1.60
H 6.79 1.91 0.86
H 3.62 -2.04 -2.41
H -11.45 1.64 -0.38
H -1.48 -0.58 -4.89
H 0.82 -0.46 1.72
H 2.36 4.45 -1.60
H -3.74 7.75 -4.56
H 5.77 0.00 -1.97
H -4.66 5.08 -4.58
H -3.96 -0.18 -0.83
H 0.57 -5.71 2.93
H 6.77 1.90 -0.92
H 4.74 -2.96 8.08
H 1.26 -6.39 6.80
H -5.33 5.12 -2.34
H -6.95 4.07 -0.74
H 5.67 5.81 -1.28
H 2.05 -0.23 -2.80
H -3.64 6.71 -6.83
*
```

=====

Number 1: energy -4931.39799 Ha. Number 2: energy -2968.10111 Ha. Number 3: energy -2158.59737 Ha. Number 4: energy -2704.90751 Ha.